1.
ORCA calculation (ωB97M-V/def2-TZVPD) on a 4-piece molecular cluster, C18H34FN4O11 overall.

Structure (ORCA input):
```
! RIJCOSX wB97M-V def2-TZVPD def2/J DEFGRID3
* xyz 1 1
C 2.0730 1.6960 0.1797
C 0.5108 1.6593 0.6101
F -0.2081 2.5539 -0.2805
N -0.0293 0.2759 0.4890
C -1.1640 -0.2714 -0.2042
N -1.2553 -1.7040 0.0546
C -0.1251 -2.0431 0.8961
N 0.2797 -3.2135 1.4136
C 1.5554 -3.1753 2.2175
C 1.7909 -4.4805 3.1116
C 3.1294 -4.3663 4.0059
C 4.2085 -3.3178 3.4663
O 4.8119 -3.6952 2.1878
C 6.2052 -3.4401 2.1649
O 6.8298 -3.5141 1.0779
N 0.5494 -0.7901 1.0967
H 2.5267 2.7287 0.3686
H 2.7007 0.8741 0.6801
H 2.1409 1.4918 -0.9526
H 0.3612 1.9678 1.7137
H -1.8435 0.3927 -0.8239
H -0.2579 -4.0695 1.2283
H 2.4025 -3.1061 1.4334
H 1.5906 -2.2720 2.9384
H 0.9262 -4.6529 3.8607
H 1.7998 -5.3952 2.4318
H 3.6127 -5.4007 4.0406
H 2.8402 -4.0189 5.0693
H 3.8326 -2.2382 3.3855
H 5.0580 -3.2900 4.2490
H 6.8443 -3.1862 3.0893
H 1.3822 -0.5369 1.6440
C -5.8314 -6.9438 -0.6737
O -5.6861 -5.7516 -1.4448
C -4.5128 -5.1242 -1.2739
O -3.6150 -5.4811 -0.5478
O -4.5094 -4.0284 -2.0512
C -3.3118 -3.2606 -1.9677
H -6.8136 -7.3638 -0.8916
H -5.0722 -7.6779 -0.9520
H -5.7802 -6.7206 0.3943
H -2.4526 -3.8495 -2.2974
H -3.1609 -2.8927 -0.9518
H -3.4170 -2.4026 -2.6331
C -2.4520 4.2361 -2.2048
O -3.7709 3.9119 -2.6374
C -4.6260 3.6384 -1.6373
O -4.3637 3.6472 -0.4583
O -5.8204 3.3532 -2.1781
C -6.8359 3.0401 -1.2250
H -1.8486 4.4370 -3.0909
H -2.4601 5.1338 -1.5826
H -2.0056 3.3967 -1.6676
H -7.0179 3.8891 -0.5627
H -6.5639 2.1524 -0.6496
H -7.7537 2.8277 -1.7738
C 5.9761 6.6294 -2.3189
O 4.9479 5.8458 -1.7125
C 3.7169 6.3699 -1.8264
O 3.4346 7.4036 -2.3771
O 2.8519 5.5379 -1.2170
C 1.4935 5.9648 -1.2566
H 6.9236 6.1118 -2.1658
H 5.8045 6.7256 -3.3931
H 6.0394 7.6127 -1.8481
H 1.1426 6.0314 -2.2889
H 1.3765 6.9223 -0.7447
H 0.8948 5.2161 -0.7355
*
```

For the maximum force, the calculation gives 5.62 eV/A. The calculation puts the LUMO energy at -3.5 eV. The value obtained for the molecular weight is 501.5 Da. The value obtained for the HOMO energy is -12.7901 eV. The HOMO-LUMO gap is 9.32 eV.

2.
ORCA calculation (ωB97M-V/def2-TZVPD) on a 6-piece molecular cluster, C18H34FN7O4P2S overall.

Structure (ORCA input):
```
! RIJCOSX wB97M-V def2-TZVPD def2/J DEFGRID3
* xyz -2 1
C 0.1841 -1.0511 -1.1565
C -0.7491 -0.1715 -0.7908
P -0.7193 1.7297 -0.9418
N -2.4212 1.7611 -0.2837
C 1.1201 1.8007 -1.4282
C 1.4164 1.8067 -2.9175
C 2.9323 1.9307 -3.1754
C 3.7865 0.8268 -2.5215
C 4.5858 1.3325 -1.3042
P -0.6829 4.0355 -0.9154
N 0.1008 4.7928 -2.0901
C -1.4563 1.6816 -2.7272
O -1.5111 0.5895 -3.3248
O -1.9289 2.7633 -3.1439
S -0.1147 1.6830 1.4179
O -0.4909 0.4159 2.0136
O 1.2912 1.9738 1.6334
F -0.9256 2.8095 2.3018
H 0.3132 -2.0015 -0.6475
H 0.8765 -0.8336 -1.9612
H -1.6433 -0.5841 -0.3351
H -3.0735 1.6782 -1.0513
H -2.6416 2.5856 0.2544
H 1.5078 2.7521 -1.0431
H 1.7347 1.0651 -0.9121
H 1.1071 0.8815 -3.4013
H 0.9634 2.6617 -3.4108
H 3.0392 1.8244 -4.2609
H 3.2864 2.9359 -2.9454
H 4.4489 0.3722 -3.2564
H 3.1093 0.0525 -2.1645
H 4.1677 0.9677 -0.3686
H 4.5504 2.4185 -1.2344
H 5.6415 1.0645 -1.3650
H -1.9907 4.5551 -0.8021
H -0.0393 4.3962 0.3088
H -0.5571 5.3639 -2.6034
C -1.6791 -2.1394 3.1260
C -2.4838 -3.1703 2.4964
N -3.1300 -3.9810 2.0017
H -2.0734 -1.8929 4.1121
H -0.6464 -2.4631 3.2425
H -1.6577 -1.2192 2.5364
C 3.4012 -0.4567 3.3518
C 4.4553 -1.2042 2.6886
N 5.2827 -1.8015 2.1617
H 2.7356 -1.1262 3.8945
H 3.8170 0.2517 4.0670
H 2.7944 0.1127 2.6402
C -5.7007 0.3559 0.8998
C -5.1212 1.6615 1.1553
N -4.5696 2.6359 1.3960
H -5.4910 -0.3250 1.7219
H -6.7799 0.3991 0.7671
H -5.2688 -0.0740 -0.0013
C -4.3605 -3.8446 -0.9655
C -5.4581 -3.1675 -0.2980
N -6.3231 -2.6110 0.2105
H -3.5683 -3.1373 -1.2074
H -3.9351 -4.6084 -0.3197
H -4.7023 -4.3101 -1.8895
C 3.8726 -4.6373 2.0694
C 2.5265 -4.0883 2.0494
N 1.4653 -3.6547 2.0134
H 4.5061 -4.1179 1.3530
H 4.3214 -4.5228 3.0541
H 3.8597 -5.6974 1.8185
*
```

For the maximum force, the calculation gives 4.04 eV/A. The calculation puts the LUMO energy at 4.0 eV. The value obtained for the molecular weight is 525.5 Da. The value obtained for the HOMO energy is -0.9061 eV. The HOMO-LUMO gap is 4.87 eV.

3.
ORCA calculation (ωB97M-V/def2-TZVPD) on C18H34N2Rh as an isolated structure.

Structure (ORCA input):
```
! RIJCOSX wB97M-V def2-TZVPD def2/J DEFGRID3
* xyz 3 1
Rh 0.0804 -0.1534 -0.1443
C -2.4259 2.3260 -0.1208
C -1.7670 1.1074 0.4302
C -2.2220 -0.1858 0.0722
C -3.3372 -0.3509 -0.9221
C -1.6402 -1.3263 0.7030
C -2.0552 -2.7059 0.3120
C -0.6500 -1.1882 1.7548
C -0.1006 -2.4261 2.3979
C -0.2376 0.0938 2.1516
C 0.6166 0.3123 3.3628
C -0.6578 1.2249 1.3589
C -0.0969 2.5778 1.6559
H -3.4710 2.2977 0.2104
H -2.4578 2.3418 -1.2090
H -1.9907 3.2520 0.2336
H -4.2500 -0.6214 -0.3817
H -3.1475 -1.1470 -1.6388
H -3.5507 0.5622 -1.4670
H -2.9348 -2.7225 -0.3197
H -2.2665 -3.2890 1.2110
H -1.2480 -3.2344 -0.2064
H -0.7944 -2.7610 3.1768
H 0.8612 -2.2584 2.8708
H 0.0042 -3.2452 1.6902
H 1.6330 0.6406 3.1424
H 0.6737 -0.5755 3.9830
H 0.1610 1.1030 3.9641
H -0.8102 3.1097 2.2979
H 0.0342 3.1785 0.7577
H 0.8410 2.5342 2.1978
C -0.5315 1.2141 -2.8729
N 0.3431 0.2349 -2.1835
C 0.0319 -1.1447 -2.6637
C 1.7727 0.5766 -2.4602
C 2.6453 -0.2495 -1.5659
N 2.1981 -0.0651 -0.1438
C 2.7712 -1.1743 0.6723
C 2.7409 1.2256 0.3680
H -0.3042 1.2114 -3.9413
H -0.3474 2.2101 -2.4754
H -1.5733 0.9331 -2.7423
H 0.4225 -1.2887 -3.6745
H -1.0453 -1.2893 -2.6742
H 0.4982 -1.9043 -2.0235
H 1.8982 1.6441 -2.2849
H 1.9923 0.3876 -3.5139
H 3.6953 0.0357 -1.6531
H 2.5775 -1.3105 -1.8052
H 3.8566 -1.1864 0.5525
H 2.3706 -2.1306 0.3372
H 2.5391 -1.0172 1.7228
H 3.8277 1.2188 0.2676
H 2.4947 1.3314 1.4191
H 2.3322 2.0664 -0.1864
*
```

For the maximum force, the calculation gives 0.21 eV/A. The calculation puts the LUMO energy at -12.9 eV. The calculation puts the energy above the lowest of the compared OMol25 structures with the same formula, charge and spin at 0.4 kcal per mole. The value obtained for the molecular weight is 381.4 Da. The value obtained for the HOMO energy is -20.5507 eV. The HOMO-LUMO gap is 7.69 eV.

> Among the records above, which one has the highest molecular weight?

C18H34FN7O4P2S

> Which of these has the highest molecular weight?

C18H34FN7O4P2S

> Which value of molecular weight does entry 3 give?

381.4 Da

> maximum force of number 3 (C18H34N2Rh)?

0.21 eV/A